A cluster of 2 separate species, C3H9NO2 in total. Source: OMol25; level of theory: ωB97M-V/def2-TZVPD.

Energy relative to the best compared isomer or geometry (same formula, charge and spin): 60.34 kcal per mole
Lowest unoccupied orbital energy: 0.9111 eV
SMILES: NCC=O.CO
HOMO: -0.3540 hartree
Total energy: -8840.33845 eV
Net charge: 0
Frontier orbital gap: 10.54 eV

```
15
C3H9NO2 | OMol25 | ωB97M-V/def2-TZVPD
N 1.722 -1.593 -1.186
C 1.276 -0.295 -0.692
C -0.231 -0.310 -0.682
O -0.911 0.330 -1.515
H 1.459 -1.704 -2.159
H 2.729 -1.679 -1.117
H 1.616 -0.170 0.339
H 1.626 0.571 -1.274
H -0.662 -1.166 -0.136
C -1.550 0.902 1.762
O -0.629 1.227 0.732
H -2.360 0.271 1.383
H -1.005 0.365 2.538
H -1.973 1.815 2.189
H -1.108 1.435 -0.182
```